[1]
Entry from the OMol25 dataset: C2H5N3OS in the gas phase (the ωB97M-V functional and the def2-TZVPD basis).

Structure (XYZ):
```
12
Properties=species:S:1:pos:R:3
C -0.72638 -0.36323 -0.39003
C -0.13948 -1.44418 0.52266
H -0.14873 1.47483 -1.92388
H -1.57586 1.90203 -1.24752
H -0.03359 1.29977 0.78912
H -0.95100 -2.22276 0.67331
H 2.96717 -0.95581 1.80216
N -0.56580 1.83780 -1.07988
N -0.35634 0.91500 -0.10703
N 0.93176 -1.50084 1.22620
O -1.55116 -0.60531 -1.23258
S 2.14943 -0.33730 0.96746
```

Properties
Net charge ... 0
Energy above the lowest of the compared OMol25 structures with the same formula, charge and spin ... 264.3 kJ/mol
HOMO ... -9.510 eV
SMILES string ... NNC(=O)/C=N\S
Gap between HOMO and LUMO ... 9.6 eV

[2]
Entry from the OMol25 dataset: 11 unconnected molecules or ions with the total composition C3H28O11 (the ωB97M-V functional and the def2-TZVPD basis).

Structure (XYZ):
```
42
Properties=species:S:1:pos:R:3
O -0.72181 -9.53589 -23.54199
H -0.81216 -10.37012 -24.00837
H -1.15237 -8.78400 -23.95538
H -1.02835 -9.61735 -22.63592
C -0.81509 -7.30585 -19.49413
C -1.82634 -7.76421 -20.59566
C -1.66100 -6.74637 -21.76778
O -1.66068 -9.14410 -20.98772
H -1.15602 -6.36983 -19.05170
H 0.19136 -7.10922 -19.86359
H -0.67173 -8.04548 -18.70642
H -2.83003 -7.63572 -20.19045
H -0.70775 -6.60928 -22.27827
H -1.80514 -5.71503 -21.44584
H -2.41890 -6.95972 -22.52153
O 0.47362 -5.89709 -24.67825
H 0.74553 -6.81161 -24.75548
H 1.26725 -5.39443 -24.86188
O 1.24706 -11.23868 -22.71583
H 1.25797 -11.82545 -21.95966
H 1.87335 -11.62468 -23.32820
O -1.31077 -12.14824 -20.24907
H -1.51024 -11.36484 -20.76165
H -0.99228 -11.81222 -19.41129
O -1.07706 -11.73236 -25.28671
H -1.34630 -12.57831 -24.92880
H -0.34240 -11.93907 -25.86444
O -2.17442 -7.95700 -25.08974
H -2.89098 -7.39655 -24.79197
H -2.04557 -7.71490 -26.00681
O -4.51777 -9.70525 -22.00021
H -4.59154 -10.44699 -21.39971
H -3.62014 -9.39286 -21.88661
O -3.88094 -11.30648 -25.92827
H -3.16137 -10.99635 -25.37849
H -3.55922 -12.12539 -26.30525
O 0.69547 -9.87781 -19.49849
H 0.44102 -10.16023 -18.62001
H -0.11979 -9.57608 -19.89914
O 1.04703 -9.02595 -26.04311
H 1.08371 -9.97655 -25.93710
H 1.61545 -8.68533 -25.35240
```

Properties
Net charge ... -1
<S²> ... 0.750
Energy above the lowest of the compared OMol25 structures with the same formula, charge and spin ... 101.1 kJ/mol
HOMO (alpha / beta) ... -0.478 / -5.626 eV
Spin multiplicity ... 2
Gap between HOMO and LUMO (alpha / beta) ... 3.1 / 8.1 eV

[3]
Entry from the OMol25 dataset: 9 unconnected molecules or ions with the total composition C24H40NO27S2 (the ωB97M-V functional and the def2-TZVPD basis).

Structure (XYZ):
```
94
Properties=species:S:1:pos:R:3
N 8.40500 5.28500 8.86400
O 7.38000 5.35200 8.19800
O 8.26100 4.93900 10.04800
O 9.44400 5.82500 8.41300
O 2.67700 7.10800 8.57100
S 2.99800 7.41300 9.96100
O 2.20500 8.30000 10.66900
O 2.63100 5.96500 10.73200
C 1.28200 5.49300 10.88500
C 1.22600 4.24600 11.80400
C 4.71300 7.62500 10.07400
H 0.60700 5.34800 10.02100
H 0.56600 6.25200 11.25100
H 1.84200 3.40700 11.36000
H 0.17400 3.93300 11.77700
H 1.59300 4.45100 12.67200
H 5.37000 6.89100 9.44700
H 5.01200 7.51000 11.24300
H 4.99300 8.71400 9.58300
O 7.29300 -0.44900 7.12200
S 8.25500 0.62200 7.37600
O 9.39300 0.48900 8.28200
O 8.96800 0.84800 5.89700
C 9.05200 -0.32700 5.18000
C 9.33600 -0.00500 3.65800
C 7.50500 2.13300 7.45400
H 8.14500 -0.87600 5.18500
H 10.06300 -1.07100 5.55400
H 9.33200 -0.97400 3.00800
H 10.28500 0.48200 3.41700
H 8.48700 0.57700 3.17400
H 6.81200 2.40100 6.64800
H 8.32000 3.03200 7.66200
H 7.21800 2.39800 8.38200
C 9.69300 6.98800 11.93600
C 10.32200 5.69400 12.40700
O 11.21400 6.04700 13.43700
C 10.86300 7.24700 13.88200
O 11.34900 7.89700 14.80700
O 9.95900 7.86900 13.05300
H 8.61500 7.05200 11.72800
H 10.38400 7.25400 11.05200
H 10.77600 5.35200 11.54000
H 9.62300 5.08000 12.75700
C 5.47300 4.61100 12.18300
C 6.41000 3.42900 12.82600
O 6.98300 4.21600 13.83800
C 6.31200 5.28400 14.23200
O 6.33200 5.79700 15.35400
O 5.41400 5.51400 13.26600
H 4.55800 4.26300 11.76900
H 5.86800 5.05200 11.39400
H 7.17200 3.15100 12.10000
H 5.80700 2.65000 13.07500
C 8.52700 8.74200 8.79300
C 9.38600 9.82300 9.27800
O 8.44800 10.97300 9.16300
C 7.41100 10.69400 8.55400
O 6.63600 11.54300 8.13000
O 7.24300 9.28300 8.52200
H 8.39800 8.09000 9.73000
H 8.93700 8.15000 7.88200
H 10.26000 9.89000 8.46800
H 9.73400 9.73600 10.19600
C 11.86700 3.38900 7.40900
C 11.94500 4.30300 6.25300
O 13.32900 4.52200 6.15700
C 14.09900 3.91400 6.97800
O 15.25900 3.98400 7.15000
O 13.24700 3.14200 7.75600
H 11.43100 2.48600 7.21900
H 11.21400 3.64800 8.20400
H 11.61100 5.33500 6.63600
H 11.31300 3.76500 5.40200
C 3.14500 3.67700 8.14800
C 4.29200 3.84200 7.11100
O 4.25100 2.56300 6.60300
C 3.46400 1.77800 7.09900
O 3.30700 0.65400 6.84600
O 2.68000 2.41500 8.02400
H 2.24200 4.46700 7.97900
H 3.40500 3.71500 9.00700
H 5.17000 4.04400 7.67500
H 4.10100 4.43200 6.37900
C 8.85600 6.40600 5.43300
C 7.71400 7.34400 5.58600
O 7.30100 7.54500 4.18200
C 7.84300 6.67300 3.39700
O 7.60900 6.50200 2.21100
O 8.70500 5.96300 4.13300
H 8.90500 5.40300 6.01800
H 9.92600 6.99200 5.58400
H 8.04200 8.31300 5.95100
H 6.84100 7.12600 6.20400
```

Properties
Net charge ... -1
Energy above the lowest of the compared OMol25 structures with the same formula, charge and spin ... 0.0 kJ/mol
HOMO ... -7.901 eV
Gap between HOMO and LUMO ... 9.7 eV

[4]
Entry from the OMol25 dataset: a molecular structure, C15H25BCaO4Si (the ωB97M-V functional and the def2-TZVPD basis).

Structure (XYZ):
```
47
Properties=species:S:1:pos:R:3
C 1.44500 4.63664 0.25172
O 0.47640 3.56844 0.48446
B 0.36373 2.63899 -0.48622
O -0.43747 2.98429 -1.62127
Si 1.12476 0.79864 -0.14539
C -0.30731 -0.07587 0.70047
C -0.89490 0.89534 1.76156
C -2.28226 1.32833 1.28113
C -3.52764 0.52859 1.70735
O -3.97790 -0.35271 0.63049
C -4.53084 0.18448 -0.42977
C -5.41792 -0.69629 -1.20739
O -4.26244 1.33405 -0.80731
C 1.74547 -0.16491 -1.63176
C 2.09868 -1.53736 -1.09448
C 1.21806 -2.60021 -1.23723
C 1.54765 -3.83519 -0.70800
C 2.75376 -3.98326 -0.03756
C 3.64460 -2.93171 0.11969
C 4.93368 -3.09071 0.87083
C 3.31071 -1.69530 -0.42049
H 1.33435 5.03360 -0.75352
H 2.45105 4.28189 0.42321
H 1.20714 5.43618 0.93525
H 0.03903 3.20203 -2.43355
H 2.24140 0.91866 0.81446
H -1.02387 -0.28113 -0.10091
H 0.00044 -1.03694 1.09161
H -0.94813 0.36143 2.70209
H -0.31093 1.79625 1.91281
H -2.43318 2.38889 1.57455
H -2.32433 1.24160 0.20032
H -4.28861 1.26048 1.94370
H -3.35748 -0.10931 2.55873
H -6.44916 -0.52801 -0.91029
H -5.31074 -0.45994 -2.25611
H -5.17479 -1.73644 -1.02996
H 1.00125 -0.25683 -2.42131
H 2.62764 0.28777 -2.07162
H 0.28679 -2.42142 -1.75074
H 0.87449 -4.66825 -0.79456
H 3.01251 -4.94505 0.37614
H 4.78967 -3.83030 1.64961
H 5.18576 -2.17106 1.38545
H 5.75926 -3.36060 0.22443
H 3.96505 -0.84409 -0.33433
Ca -2.17844 2.50630 -0.91632
```

Properties
Net charge ... +2
HOMO ... -13.336 eV
Gap between HOMO and LUMO ... 5.7 eV

[5]
Entry from the OMol25 dataset: a molecular structure, C32H33FN5S4Ti (the ωB97M-V functional and the def2-TZVPD basis).

Structure (XYZ):
```
76
Properties=species:S:1:pos:R:3
Ti -1.08588 0.06186 0.12023
S -3.62691 0.32025 -2.36453
C -3.25214 -1.26057 -2.95563
C -4.25030 -2.08688 -3.51591
C -3.97540 -3.33798 -4.02614
C -2.67664 -3.84435 -4.01790
C -1.66905 -3.06220 -3.48752
C -1.94841 -1.80116 -2.95951
S -0.55116 -0.93873 -2.28077
C -0.59541 0.64741 -3.17070
C -0.81550 1.88802 -2.34531
C -0.61929 3.11867 -2.96623
C -0.87844 4.29225 -2.26961
C -1.41069 4.20350 -1.00804
C -1.67096 2.93196 -0.45016
C -2.43947 2.82636 0.70950
S -0.53320 0.93049 2.30932
C 0.34570 -0.39717 3.07746
C 0.52893 -0.37309 4.46163
C 1.22351 -1.37615 5.11434
C 1.76025 -2.42854 4.38083
C 1.58480 -2.46521 3.00877
C 0.87302 -1.46636 2.33955
S 0.63047 -1.59980 0.59641
N -1.25805 1.78567 -1.09256
H -5.26246 -1.70356 -3.52478
H -4.78283 -3.93188 -4.43919
H -2.45766 -4.82702 -4.41438
H -0.64817 -3.42340 -3.46195
H -1.42682 0.58294 -3.87514
H 0.33507 0.74339 -3.73315
H -0.25119 3.14321 -3.98323
H -0.68498 5.25481 -2.72520
H -1.68011 5.08342 -0.44013
H -2.79603 1.87743 1.08483
H -2.73267 3.71980 1.24046
H 0.10499 0.45216 5.02122
H 1.33756 -1.34298 6.19097
H 2.30455 -3.22236 4.87811
H 1.98582 -3.28634 2.42612
F -2.16894 -3.74135 5.78793
C -2.30661 -3.13641 4.57281
C -1.85139 -3.78311 3.44593
C -1.99740 -3.15704 2.21446
C -2.58455 -1.89736 2.09196
C -2.71263 -1.21685 0.77368
C -3.03036 -1.28654 3.26690
C -2.89802 -1.89251 4.50744
H -1.37677 -4.75167 3.53468
H -1.61570 -3.64338 1.32428
H -3.61294 -0.59762 0.74665
H -2.76373 -1.94496 -0.04191
H -3.46883 -0.29678 3.20882
H -3.23358 -1.40672 5.41460
C 2.89227 0.33615 -1.56771
N 4.33643 0.59341 -1.50417
C 4.70925 0.70184 -0.08877
N 3.98619 1.77495 0.59322
C 2.54902 1.48832 0.48944
N 2.10679 1.39451 -0.91807
C 2.43462 2.66333 -1.57123
N 3.86530 2.98631 -1.51216
C 4.59776 1.88246 -2.14215
C 4.25667 3.03020 -0.09782
H 2.66456 -0.61124 -1.07917
H 2.59927 0.27617 -2.62081
H 5.78359 0.89332 -0.02101
H 4.48238 -0.24307 0.40769
H 1.98342 2.27750 0.98517
H 2.33201 0.54415 0.98541
H 1.86761 3.46464 -1.09121
H 2.14274 2.60803 -2.62357
H 5.66838 2.09638 -2.08831
H 4.30407 1.82180 -3.19338
H 3.69934 3.83027 0.39488
H 5.32488 3.25497 -0.03655
```

Properties
Net charge ... -1
<S²> ... 2.046
Energy above the lowest of the compared OMol25 structures with the same formula, charge and spin ... 67.1 kJ/mol
HOMO (alpha / beta) ... -4.345 / -4.346 eV
Spin multiplicity ... 3
Gap between HOMO and LUMO (alpha / beta) ... 6.7 / 5.0 eV

[6]
Entry from the OMol25 dataset: 8 unconnected molecules or ions with the total composition C4H25NO8 (the ωB97M-V functional and the def2-TZVPD basis).

Structure (XYZ):
```
38
Properties=species:S:1:pos:R:3
O -1.58670 -1.91463 -0.27798
H -0.87043 -1.34471 -0.55796
H -2.33721 -1.32808 -0.18354
O 0.79728 -1.37873 -4.38723
H 0.33442 -1.44550 -3.55204
H 0.19397 -1.75703 -5.02687
O 0.60698 -4.64881 1.09260
H 0.89609 -3.78740 1.39366
H 1.12430 -5.26877 1.60666
O 3.72584 -1.25720 -0.57067
H 3.87104 -1.15635 -1.51141
H 4.60173 -1.21563 -0.18684
O 3.43248 -0.90162 -3.28628
H 3.98714 -1.36624 -3.91295
H 2.53826 -1.11323 -3.55429
O 0.98525 -1.25072 -0.65849
H 1.32618 -1.70405 0.11254
H 1.69522 -0.66789 -0.92768
O 0.48029 -2.14660 2.37809
H 0.91712 -2.64942 3.06554
H -0.33368 -1.84518 2.78162
C -3.15136 3.27602 1.24229
C -2.52982 1.93133 0.52631
C -1.07322 1.80288 0.92457
O -0.28090 2.66116 0.23951
C 1.09825 2.97087 0.60726
N -3.29943 0.83804 1.04448
H -3.07184 3.25054 2.32908
H -4.17618 3.43608 0.90727
H -2.61258 4.19132 0.99728
H -2.59572 2.00331 -0.55931
H -0.66034 0.80594 0.77052
H -1.05003 2.01496 1.99349
H 1.59090 2.00089 0.53995
H 1.18942 3.38707 1.61054
H 1.54102 3.64716 -0.12396
H -4.26586 1.12719 1.09462
H -3.03804 0.80298 2.01944
```

Properties
Net charge ... -1
<S²> ... 0.750
Energy above the lowest of the compared OMol25 structures with the same formula, charge and spin ... 31.3 kJ/mol
HOMO (alpha / beta) ... 0.765 / -6.920 eV
Spin multiplicity ... 2
Gap between HOMO and LUMO (alpha / beta) ... 2.0 / 9.6 eV

Calculated total energy, -716.8400 -958.6612 -3820.7613 -1878.9717 -4055.1603 -823.9984 Eh (same order as the records).